[1]
63
Properties=species:S:1:pos:R:3:forces:R:3:mulliken_spin:R:1 method="wB97M-V/def2-TZVPD" spin_multiplicity=8 s2=16.044 total_charge=+3 e_homo_ev="-18.177 / -17.718" relative_energy_ev=0.000 e_lumo_ha="-0.315 / -0.455"
Gd -0.527 0.240 -0.588 0.318 0.342 0.542 6.54
C 1.913 1.897 1.508 -0.029 -0.027 0.043 0.00
O 0.525 1.652 1.212 -0.157 0.025 -0.156 0.04
C -0.372 2.236 2.179 0.175 -0.009 0.068 0.00
C -1.599 2.721 1.463 -0.152 -0.025 -0.039 0.00
O -2.154 1.686 0.622 0.058 0.036 -0.061 0.03
C -3.339 1.015 1.111 0.070 0.144 0.051 0.00
C -2.968 -0.170 1.957 -0.012 -0.149 0.059 0.01
O -1.984 -0.940 1.253 0.093 0.192 -0.082 0.03
C -1.924 -2.296 1.735 -0.013 0.052 0.028 0.00
H 2.146 2.954 1.374 -0.004 0.028 0.001 0.00
H 2.508 1.288 0.833 0.022 -0.040 -0.029 0.00
H 2.132 1.619 2.540 0.019 -0.014 0.004 0.00
H 0.108 3.085 2.668 0.023 0.007 0.022 0.00
H -0.604 1.485 2.936 -0.006 -0.037 0.049 0.00
H -1.351 3.556 0.810 0.004 0.045 -0.056 0.00
H -2.340 3.060 2.186 -0.066 0.027 -0.017 0.00
H -3.904 0.716 0.230 0.011 -0.021 -0.081 0.00
H -3.949 1.706 1.690 -0.051 0.079 -0.065 0.00
H -3.864 -0.771 2.128 -0.015 -0.025 0.030 0.00
H -2.564 0.123 2.929 0.002 0.010 0.039 0.00
H -2.866 -2.805 1.530 -0.007 -0.012 0.008 0.00
H -1.735 -2.297 2.809 0.011 -0.014 0.031 0.00
H -1.110 -2.792 1.216 0.025 -0.025 -0.045 0.00
C 1.677 1.479 -3.013 -0.068 0.039 0.053 0.00
C 1.754 -0.031 -2.922 -0.154 0.023 -0.024 0.01
N 0.408 -0.640 -2.764 0.043 -0.063 -0.078 0.06
C -0.452 -0.583 -3.972 0.010 0.088 0.013 0.00
C -1.228 0.719 -4.206 0.028 -0.003 0.021 0.00
S -2.081 1.350 -2.732 -0.098 -0.081 0.083 0.06
C -1.464 3.034 -2.507 0.059 -0.030 0.015 0.00
C 0.060 3.249 -2.380 -0.055 -0.036 0.027 0.00
N 0.856 2.078 -1.917 -0.104 -0.061 0.066 0.04
H 2.685 1.890 -3.001 0.046 0.007 0.003 0.00
H 1.244 1.771 -3.964 0.001 0.027 -0.043 0.00
H 2.251 -0.418 -3.815 0.025 -0.014 -0.025 0.00
H 2.350 -0.332 -2.062 0.060 -0.039 0.053 0.00
H 0.568 -1.628 -2.579 0.005 -0.033 -0.015 0.00
H 0.152 -0.773 -4.863 -0.002 -0.018 -0.049 0.00
H -1.163 -1.405 -3.898 -0.030 -0.030 0.017 0.00
H -0.616 1.526 -4.598 0.017 -0.020 -0.021 0.00
H -2.001 0.524 -4.948 0.014 -0.018 -0.057 0.00
H -1.859 3.637 -3.323 0.016 0.059 -0.009 0.00
H -1.990 3.352 -1.606 0.005 0.023 0.023 0.00
H 0.457 3.592 -3.334 0.009 0.004 -0.039 0.00
H 0.210 4.072 -1.682 0.008 0.027 0.012 0.00
H 1.509 2.433 -1.227 0.011 0.007 0.049 0.00
O -3.475 -1.905 -1.444 0.039 -0.156 -0.049 0.00
C -2.432 -1.518 -1.344 -0.333 -0.158 -0.158 0.01
C 2.646 -4.831 2.318 -0.035 0.077 -0.091 0.00
N 2.102 -3.815 1.390 0.001 -0.010 0.038 0.01
C 1.850 -2.532 1.563 -0.116 -0.009 0.116 -0.01
S 1.342 -1.660 0.117 0.315 -0.263 -0.200 0.16
N 1.977 -1.863 2.699 0.081 0.008 0.078 0.00
C 2.505 -2.292 4.011 -0.053 0.056 -0.103 0.00
H 2.859 -5.714 1.724 0.003 0.000 -0.019 0.00
H 1.919 -5.099 3.079 -0.045 0.016 0.011 0.00
H 3.572 -4.498 2.772 0.025 0.059 0.005 0.00
H 1.926 -4.137 0.451 -0.001 -0.039 -0.011 0.00
H 1.829 -0.874 2.592 -0.018 0.021 0.030 0.00
H 2.039 -3.210 4.345 -0.041 -0.057 -0.024 0.00
H 2.252 -1.514 4.726 0.006 0.013 -0.015 0.00
H 3.587 -2.403 3.986 0.006 -0.004 -0.030 0.00



[2]
54
Properties=species:S:1:pos:R:3:forces:R:3:nbo_charge:R:1 method="wB97M-V/def2-TZVPD" total_charge=+1 e_homo_ev=-12.983 relative_energy_ev=2.326 e_lumo_ha=-0.108
O 0.955 -4.294 5.027 -2.529 4.315 0.113 -0.55
C 0.300 -3.225 5.173 2.530 -3.495 -0.733 0.63
O 0.112 -2.322 4.089 -0.210 -1.323 1.625 -0.58
C -1.011 -2.712 3.241 -1.265 -0.798 -0.176 -0.08
C -0.581 -3.387 1.856 -0.304 0.315 0.159 -0.44
C 0.725 -2.761 1.180 0.077 -0.762 -0.544 -0.43
C 2.107 -3.472 1.670 0.075 0.065 -1.444 -0.51
S 3.049 -2.331 2.817 -0.502 0.461 0.256 0.57
C 3.589 -0.799 1.860 0.482 0.276 -0.415 -0.86
B 4.071 0.270 3.017 1.325 0.397 1.072 1.15
O 4.986 -0.279 4.003 -2.666 1.675 -1.248 -0.89
O 3.637 1.645 3.074 -0.168 -3.136 0.944 -0.89
H -0.074 -3.017 6.235 0.108 0.510 -1.705 0.17
H -1.607 -3.509 3.829 0.588 1.409 -1.061 0.20
H -1.665 -1.773 3.097 1.165 -1.515 0.136 0.21
H -0.473 -4.520 2.005 0.104 1.672 -0.227 0.23
H -1.473 -3.261 1.132 1.416 -0.092 1.135 0.24
H 0.659 -3.011 0.054 0.206 0.447 1.815 0.25
H 0.776 -1.620 1.234 -0.153 -1.665 0.159 0.23
H 1.909 -4.449 2.227 0.447 1.474 -0.612 0.29
H 2.779 -3.617 0.742 -1.024 -0.017 1.644 0.25
H 4.216 -2.946 3.287 -0.811 0.473 -1.092 0.22
H 4.431 -1.082 1.141 -1.328 0.435 0.854 0.29
H 2.686 -0.342 1.315 1.270 -1.157 0.713 0.29
H 4.945 0.348 4.759 0.671 -0.588 -0.432 0.50
H 3.253 1.736 3.982 0.504 0.566 -0.946 0.50
C 2.406 4.008 -2.664 -0.017 -0.325 -0.220 -0.64
C 1.858 3.755 -1.273 0.538 0.888 -0.159 -0.08
O 0.961 2.631 -1.280 -0.105 -1.490 0.262 -0.47
C 1.533 1.417 -1.192 0.892 2.057 -0.022 0.69
O 2.720 1.228 -1.113 -0.863 -0.654 0.121 -0.55
C 0.465 0.326 -1.160 -1.457 -1.197 -0.577 0.90
F -0.511 0.527 -2.065 0.619 0.212 0.331 -0.30
F -0.144 0.252 0.046 0.449 0.309 -0.069 -0.32
F 0.966 -0.900 -1.410 0.279 0.687 0.162 -0.31
H 1.591 4.127 -3.382 0.033 0.122 0.124 0.22
H 3.023 4.908 -2.677 -0.077 -0.068 0.056 0.23
H 3.013 3.166 -3.007 0.046 0.106 0.100 0.22
H 1.277 4.619 -0.945 -0.216 -0.333 -0.004 0.21
H 2.660 3.611 -0.544 -0.140 -0.255 -0.100 0.20
C -5.295 0.218 -2.043 -0.278 0.174 -0.130 -0.64
C -3.946 0.624 -2.605 -0.051 -0.376 0.646 -0.08
O -4.091 1.151 -3.931 -0.006 0.850 -0.576 -0.48
C -4.433 2.454 -4.015 0.268 -0.776 1.650 0.69
O -4.618 3.167 -3.064 0.031 -0.108 -1.007 -0.53
C -4.504 2.894 -5.475 -0.369 0.650 -1.970 0.90
F -5.137 1.995 -6.255 0.200 0.077 0.640 -0.31
F -3.274 3.063 -6.006 -0.178 -0.188 0.605 -0.31
F -5.153 4.060 -5.634 0.285 -0.533 0.610 -0.30
H -5.799 -0.478 -2.718 0.139 -0.038 0.081 0.22
H -5.179 -0.257 -1.066 0.030 0.032 -0.075 0.22
H -5.951 1.085 -1.931 0.128 -0.036 0.083 0.23
H -3.303 -0.255 -2.684 -0.040 0.157 -0.335 0.19
H -3.436 1.338 -1.953 -0.146 0.115 -0.219 0.20



[3]
15
Properties=species:S:1:pos:R:3:forces:R:3:nbo_charge:R:1 method="wB97M-V/def2-TZVPD" e_homo_ev=-9.989 relative_energy_ev=2.022 e_lumo_ha=0.031
O 2.485 0.173 0.961 0.088 -0.210 -0.103 -0.71
C 1.118 0.407 1.212 -0.249 0.144 0.074 -0.11
C 0.190 0.083 0.014 0.178 -0.100 0.304 0.48
O 0.914 -0.158 -1.147 0.033 0.146 -0.021 -0.71
C -0.926 -0.957 0.193 0.021 -0.127 0.025 -0.47
C -1.870 0.237 0.018 -0.402 -0.130 0.021 -0.06
O -0.764 1.140 -0.128 -0.001 0.179 -0.039 -0.53
H 2.569 -0.712 0.584 0.077 0.067 0.046 0.47
H 1.021 1.475 1.420 0.006 -0.103 -0.030 0.20
H 0.770 -0.140 2.102 0.058 0.073 -0.167 0.16
H 1.559 0.558 -1.235 0.053 -0.132 -0.050 0.48
H -0.952 -1.704 -0.602 0.016 0.143 0.099 0.23
H -0.953 -1.446 1.170 0.012 0.086 -0.142 0.21
H -2.507 0.214 -0.872 0.092 0.028 0.105 0.18
H -2.469 0.498 0.896 0.017 -0.063 -0.121 0.17